Entry from OMol25: a structure of composition C3H2Br2P2 at a distorted geometry (wB97M-V/def2-TZVPD).

```
! RIJCOSX wB97M-V def2-TZVPD def2/J DEFGRID3
* xyz 0 1
C -0.82 -1.15 0.37
C -1.12 0.17 0.21
C 1.41 -0.16 -0.27
P 0.89 -1.65 0.30
P 0.36 1.24 -0.06
Br -2.66 1.12 0.12
Br 3.79 0.58 -0.13
H -1.70 -1.70 0.78
H -0.17 1.55 -1.31
*
```

Output
E_LUMO, eV: -1.84
DFT total energy, eV: -161802.1934
Strongest force on any atom, hartree/bohr: 0.068
HOMO, eV: -9.4
Kohn-Sham gap, eV: 7.571

Results of the Mulliken charge analysis, in e, for atoms 1 through 6: -0.2877, 0.0338, 0.0356, -0.0150, 0.0658, -0.0333